A molecular structure, C15H33AsHgN4S5Sb at a distorted geometry. Source: the OMol25 dataset; level of theory: wB97M-V/def2-TZVPD.

Element x y z (Å)
Hg: 13.3114 8.8237 7.9580
S: 16.4007 11.3799 10.1725
As: 15.5781 11.3647 8.1543
S: 15.7082 9.2042 7.8568
S: 13.5993 12.2364 8.1417
S: 17.2031 12.1688 6.8551
C: 8.0977 8.4732 9.5584
C: 9.5521 8.0434 9.7156
Sb: 10.7185 8.6297 8.0165
C: 10.1448 10.5936 7.4524
C: 9.8967 10.7404 5.9382
C: 10.4439 7.2200 6.2834
C: 8.9493 6.8216 6.1204
H: 7.4064 7.7251 9.9391
H: 7.8418 8.6083 8.4855
H: 7.8853 9.4372 10.0405
H: 9.8094 6.9830 9.7529
H: 10.0287 8.5663 10.5084
H: 11.0007 11.1883 7.8804
H: 9.2363 10.8543 8.0384
H: 10.6981 10.2215 5.4333
H: 9.8902 11.7876 5.5571
H: 8.9033 10.2684 5.6740
H: 11.1012 6.3710 6.5124
H: 10.8544 7.7179 5.3958
H: 8.7302 6.0611 6.8989
H: 8.8189 6.3944 5.1269
H: 8.3046 7.7076 6.1819
C: 11.0774 7.3080 13.4076
C: 11.7477 8.5338 12.8945
N: 11.1869 9.4319 12.0667
C: 12.1184 10.4296 11.8423
C: 13.2802 10.1453 12.5462
N: 12.9922 8.9489 13.2212
H: 10.3497 6.9445 12.6844
H: 10.5696 7.5138 14.3945
H: 11.7923 6.5324 13.6518
H: 11.8080 11.3193 11.2987
H: 14.2526 10.6035 12.5408
H: 13.6224 8.4411 13.8134
C: 13.9167 4.6186 5.4249
N: 14.9210 5.4143 6.1151
C: 15.7058 6.3370 5.2799
C: 14.9346 5.3934 7.4644
S: 13.4661 5.5766 8.3712
N: 16.1257 5.3047 8.1456
C: 16.1703 5.8277 9.5093
C: 17.3754 4.6978 7.5101
H: 14.3351 3.8533 4.7879
H: 13.1927 5.2793 4.9319
H: 13.3587 4.1116 6.2316
H: 14.9756 6.8789 4.6490
H: 16.4703 5.7973 4.6653
H: 16.1608 7.0959 5.9171
H: 15.3275 5.4774 10.0771
H: 16.2282 6.9163 9.5154
H: 17.1427 5.4602 9.9620
H: 17.1246 4.0518 6.6807
H: 17.9711 4.1240 8.2314
H: 17.9828 5.5661 7.1655

Calculated values
Charge: -2
Orbital gap (spin up / spin down) (eV): 2.7 / 4.1
E_HOMO (spin up / spin down) (eV): 1.37 / -0.09
Spin multiplicity: 2
<S²>: 0.758
Relative energy (zero: lowest compared OMol25 entry of this formula, charge and spin) (kcal per mole): 0.0